Density functional theory data (the ωB97M-V functional and the def2-TZVPD basis) for a cluster of 2 separate species, C6H11BrO in total in a non-equilibrium geometry.

Computed properties:
**Max |F|**: 5.197 eV Å⁻¹
**E**: -78486.71343 eV
**Energy above the lowest of the compared OMol25 structures with the same formula, charge and spin**: 183.2 kJ/mol
**Lowest unoccupied orbital energy**: 0.015 Eh
**Frontier orbital gap**: 9.38 eV

Element x y z (Å)
C (1.624, 0.376, -0.267)
C (2.830, 0.866, 0.034)
C (-0.735, 0.024, -1.491)
C (-0.685, 0.938, 1.002)
C (-0.232, -1.460, 0.604)
C (-0.171, -0.108, 0.005)
O (3.911, 1.334, 0.156)
Br (6.098, -0.957, 0.021)
H (1.586, 0.164, -1.343)
H (5.587, 0.474, -0.067)
H (-1.824, 0.118, -1.348)
H (-0.407, -0.714, -2.164)
H (-0.209, 0.961, -1.792)
H (-1.765, 0.568, 1.234)
H (-0.125, 0.942, 1.885)
H (-0.558, 1.777, 0.476)
H (0.374, -2.065, 0.092)
H (-1.236, -1.890, 0.459)
H (-0.061, -1.234, 1.600)

Mulliken atomic charge list, values in e, 2 entries: -0.72 0.54